[1]
{"formula": "C3H13NO4", "method": "ωB97M-V/def2-TZVPD", "elements": ["C", "N", "C", "C", "O", "H", "H", "H", "H", "H", "H", "H", "H", "H", "O", "H", "H", "O", "H", "H", "O"], "xyz": [[-2.1633, -0.9027, 0.6749], [-0.9813, -0.6977, 0.0682], [0.2412, -1.2597, 0.6533], [-0.8974, -0.2671, -1.3169], [-2.3103, -1.2110, 1.8421], [-3.0145, -0.7393, -0.0155], [0.2363, -1.0655, 1.7214], [0.2993, -2.3327, 0.4967], [1.0883, -0.7490, 0.2053], [-0.5647, 0.7703, -1.3747], [-0.2347, -0.9140, -1.8800], [-1.8793, -0.2694, -1.7889], [-0.7701, 1.2003, 0.8525], [-0.5559, 2.4681, 1.6709], [-0.0917, 1.8487, 1.0929], [2.1492, 0.5576, -1.7977], [2.8590, -0.3592, -2.7593], [2.0242, -0.2823, -2.2849], [2.5050, 1.7866, 0.6721], [3.4444, 2.1559, -0.4212], [2.5829, 1.7043, -0.2964]], "forces_ev_per_a": [[-0.1, 0.1, -0.1], [0.3, -0.7, -0.3], [-0.2, 0.8, 0.3], [-0.4, 0.3, -0.1], [-0.2, -0.3, 0.0], [0.0, 0.1, 0.2], [0.0, 0.0, 0.1], [0.0, -0.2, -0.2], [0.1, -0.1, 0.0], [0.4, -0.1, 0.0], [0.2, 0.1, 0.0], [-0.2, -0.2, 0.1], [0.2, 0.0, 0.1], [0.2, 0.0, 0.0], [-0.3, 0.2, 0.2], [-0.1, -0.2, 0.3], [0.0, -0.1, 0.0], [0.1, 0.2, -0.2], [-0.5, -0.1, 0.0], [-0.1, -0.1, -0.4], [0.6, 0.3, 0.2]], "charge": -1, "orbital_gap_ev": [2.62, 9.90], "de_lowest_kcal_mol": 7.3, "total_energy_ha": -477.78733, "e_lumo_ev": [3.4, 3.3], "spin_multiplicity": 2, "e_homo_ev": [0.77, -6.64]}

***

[2]
{"formula": "C3H13NO4", "method": "ωB97M-V/def2-TZVPD", "elements": ["C", "N", "C", "C", "O", "H", "H", "H", "H", "H", "H", "H", "O", "H", "H", "O", "H", "H", "O", "H", "H"], "xyz": [[-1.5861, 0.8368, 2.1707], [-0.6124, -0.2256, 1.9751], [0.4963, 0.0186, 1.0225], [1.1095, -1.2808, 0.6716], [2.0585, -1.3638, -0.1169], [-1.0501, 1.8461, 2.4078], [-2.2052, 0.9004, 1.2333], [-2.1606, 0.6140, 3.0892], [-0.2310, -0.6661, 2.8058], [1.2054, 0.8127, 1.4421], [-0.0292, 0.6342, 0.1572], [0.5855, -2.2916, 1.0829], [-0.1682, -2.0420, -2.0650], [-0.1164, -1.7276, -1.2091], [-0.1226, -2.9885, -1.9140], [-0.2172, 2.3299, -1.4496], [0.4082, 1.5617, -1.4242], [0.2807, 3.0538, -1.8292], [0.9051, 0.3118, -2.8538], [-0.0824, 0.0478, -2.7176], [1.5321, -0.3817, -2.4788]], "forces_ev_per_a": [[1.2, 1.1, 0.4], [0.7, -0.8, -0.6], [-2.5, 3.0, 0.8], [1.6, -1.8, -1.9], [-1.8, -0.1, 1.8], [-1.0, -1.3, -0.7], [0.4, 0.2, 1.1], [-0.1, 0.0, -0.8], [-0.4, 0.5, 0.1], [-0.2, -1.2, -0.6], [1.3, -1.7, 1.2], [1.0, 2.2, -0.5], [-0.4, -1.4, -2.4], [0.1, 1.3, 2.7], [0.0, -0.3, -0.4], [0.2, -0.8, 0.7], [-0.5, 1.1, -0.7], [0.2, 0.0, -0.1], [-0.9, -1.0, 1.0], [3.1, 0.1, -0.4], [-1.9, 0.9, -0.7]], "charge": 0, "orbital_gap_ev": 9.41, "de_lowest_kcal_mol": 72.5, "total_energy_ha": -477.74191, "e_lumo_ev": 0.2, "spin_multiplicity": 1, "e_homo_ev": -9.22}

***

[3]
{"formula": "C3H13NSi2", "method": "ωB97M-V/def2-TZVPD", "elements": ["C", "C", "C", "N", "Si", "Si", "H", "H", "H", "H", "H", "H", "H", "H", "H", "H", "H", "H", "H"], "xyz": [[-1.1782, -0.9100, -1.1266], [-1.7019, -0.5159, 1.0957], [1.8217, 1.3082, 0.1822], [-1.3669, 0.0649, -0.1329], [2.2334, -0.4688, 0.1956], [-0.6450, 1.6434, -0.2772], [-0.9191, -0.3622, -2.0299], [-0.2771, -1.3861, -0.8878], [-1.9613, -1.6597, -1.3382], [-0.8456, -1.0342, 1.4609], [-2.1215, 0.1923, 1.7088], [-2.5929, -1.2231, 0.9075], [2.2381, 1.7543, -0.6894], [2.0356, 1.7618, 1.0933], [1.2620, -1.4281, 0.8545], [1.9699, -1.0280, -1.1641], [3.7425, -1.0234, 0.1017], [-0.8456, 2.8759, 0.6309], [-0.7625, 1.9668, -1.7550]], "forces_ev_per_a": [[0.3, 0.6, -2.2], [-2.0, -2.2, -1.0], [2.5, -2.4, 0.1], [-0.8, 1.6, 0.2], [0.8, -2.3, -1.6], [-0.9, 1.5, -1.5], [-0.3, -0.3, -0.5], [1.3, -1.6, 0.2], [-0.1, 0.7, 0.5], [0.4, -0.7, 1.0], [-0.4, 1.7, 2.1], [1.4, 0.5, 0.4], [-0.2, 0.8, -0.7], [-0.3, 1.4, 1.5], [0.6, 0.6, 0.6], [-0.2, 0.4, -0.3], [-1.3, 0.8, 0.9], [-0.7, -1.1, -0.3], [-0.2, 0.0, 0.6]], "charge": 0, "orbital_gap_ev": [5.35, 6.78], "de_lowest_kcal_mol": 56.0, "total_energy_ha": -755.57083, "e_lumo_ev": [0.9, -2.5], "spin_multiplicity": 3, "e_homo_ev": [-4.45, -9.23]}

***

[4]
{"formula": "C3H14N2O", "method": "ωB97M-V/def2-TZVPD", "elements": ["C", "C", "C", "N", "N", "H", "H", "H", "H", "H", "H", "H", "H", "H", "H", "H", "H", "H", "H", "O"], "xyz": [[-1.0403, -0.9601, -1.0427], [0.4798, -1.0256, -0.7777], [0.9623, 0.3077, -0.3205], [3.1961, 0.1343, 0.1648], [-1.8322, -0.5860, 0.1801], [-1.3167, -0.2351, -1.8055], [-1.3561, -1.9714, -1.3168], [0.5493, -1.6934, 0.0902], [0.9160, -1.2666, -1.7476], [0.7863, 0.5438, 0.7194], [1.1961, 1.0837, -1.0319], [3.6526, 0.9934, 0.4487], [3.7581, -0.3679, -0.5203], [3.4024, -0.5203, 0.9244], [-2.8242, -0.5838, -0.0408], [-1.6331, -1.2217, 0.9486], [-1.5908, 0.4472, 0.4578], [-2.5092, 1.9715, 1.7986], [-1.3863, 2.4513, 0.8140], [-1.7073, 1.7075, 1.3395]], "forces_ev_per_a": [[-0.1, -1.0, -0.2], [-1.3, 1.7, 0.6], [-1.2, 0.2, -0.1], [1.4, -1.5, 0.7], [0.9, 1.1, -0.7], [0.1, -0.1, -0.1], [-0.3, 0.2, -0.2], [0.7, -0.7, -0.7], [0.3, -0.8, 0.4], [0.2, 0.3, -0.1], [0.0, 0.0, 0.1], [0.2, 0.1, -0.3], [0.1, 0.8, -0.7], [-0.5, 0.4, 0.5], [-0.1, -0.3, 0.1], [-0.1, 0.1, 0.1], [-0.4, -1.5, 0.3], [-0.1, 0.3, 0.0], [-0.1, 0.2, 0.3], [0.3, 0.4, -0.1]], "charge": 1, "orbital_gap_ev": [6.87, 10.54], "de_lowest_kcal_mol": 0.0, "total_energy_ha": -307.12260, "e_lumo_ev": [-3.0, -3.3], "spin_multiplicity": 2, "e_homo_ev": [-9.91, -13.79]}

***

[5]
{"formula": "C3H14N2O2", "method": "ωB97M-V/def2-TZVPD", "elements": ["N", "C", "C", "C", "N", "H", "H", "H", "H", "H", "H", "H", "H", "H", "H", "H", "H", "O", "H", "H", "O"], "xyz": [[2.4330, 1.7887, -0.6031], [1.2352, 1.6426, 0.2331], [0.8587, 0.1961, 0.6065], [-0.5629, 0.1393, 1.1219], [-0.9352, -1.1971, 1.6523], [3.1843, 1.2102, -0.2446], [2.2280, 1.4878, -1.5462], [0.3915, 2.0877, -0.2849], [1.3683, 2.2450, 1.1336], [0.9754, -0.4057, -0.2997], [1.5651, -0.1908, 1.3403], [-1.2415, 0.3480, 0.2854], [-0.7162, 0.9036, 1.8867], [-0.1840, -1.5515, 2.2413], [-1.7341, -1.0603, 2.2691], [-1.0885, -3.0402, -1.0282], [-1.4616, -1.8705, -0.0430], [-1.4541, -2.1468, -0.9839], [-0.9658, 0.1767, -2.4173], [-2.0574, -0.8296, -2.5049], [-1.8383, 0.0668, -2.8145]], "forces_ev_per_a": [[-0.1, 0.2, 0.1], [0.1, -0.3, 0.2], [0.2, 0.5, -0.4], [-0.2, -0.6, 0.2], [0.0, 0.5, -0.4], [-0.1, 0.0, -0.1], [0.1, -0.2, 0.0], [-0.1, 0.2, -0.3], [0.0, -0.1, 0.1], [-0.1, -0.2, 0.1], [0.0, -0.1, 0.1], [0.0, 0.2, 0.2], [0.1, 0.2, 0.0], [0.1, -0.1, 0.1], [-0.1, -0.2, 0.1], [0.0, 0.2, 0.3], [0.4, -0.4, 0.3], [-0.2, 0.0, -0.6], [-0.1, 0.0, 0.0], [0.0, 0.2, 0.1], [0.1, -0.2, 0.0]], "charge": -1, "orbital_gap_ev": [2.81, 9.87], "de_lowest_kcal_mol": 0.0, "total_energy_ha": -382.64746, "e_lumo_ev": [3.9, 3.7], "spin_multiplicity": 2, "e_homo_ev": [1.06, -6.15]}

***

[6]
{"formula": "C3H14N2O2", "method": "ωB97M-V/def2-TZVPD", "elements": ["C", "C", "N", "C", "N", "H", "H", "H", "H", "H", "H", "H", "H", "H", "H", "O", "H", "H", "O", "H", "H"], "xyz": [[-0.0618, -1.1075, -1.2823], [0.0700, -0.6432, 0.2614], [-0.9839, -1.2962, 0.9264], [0.0121, 0.8822, 0.4520], [1.1596, 1.7420, 0.3882], [-0.9488, -0.4265, -1.5793], [0.8865, -0.9077, -1.6636], [-0.3117, -2.0916, -1.4515], [1.0603, -0.8885, 0.6378], [-1.5576, -0.7865, 1.4995], [-1.6220, -1.9402, 0.5566], [-0.4905, 1.1924, 1.3845], [-0.7948, 1.3770, -0.2741], [1.4896, 2.0752, -0.5742], [1.9064, 1.2364, 0.7351], [0.4059, -4.8381, 0.1654], [0.7543, -4.2419, -0.5681], [-0.0875, -4.2727, 0.7224], [-0.2670, 5.0360, -0.4342], [-0.3390, 5.6823, 0.1290], [-0.2800, 4.2172, -0.0308]], "forces_ev_per_a": [[-1.5, 4.3, 2.7], [-0.1, -0.3, -2.4], [0.5, -1.0, 1.4], [-3.7, 2.2, -1.7], [0.2, 1.4, -2.7], [1.7, -1.1, -0.4], [1.2, 0.7, -1.6], [-0.6, -2.3, 0.1], [0.3, -0.7, 0.2], [-0.9, 2.0, 2.0], [0.0, -1.1, -1.7], [0.2, -1.0, 0.3], [1.5, -1.3, 1.0], [-1.1, -0.9, 1.6], [2.2, -0.9, 1.1], [1.5, 0.2, -2.5], [-0.7, -1.2, 1.5], [-0.8, 1.1, 1.0], [0.6, -2.9, -6.6], [-0.6, 5.3, 5.1], [0.0, -2.4, 1.6]], "charge": 0, "orbital_gap_ev": 10.01, "de_lowest_kcal_mol": 58.2, "total_energy_ha": -382.60702, "e_lumo_ev": 0.8, "spin_multiplicity": 1, "e_homo_ev": -9.22}

***

Copy entry 3 word for word.
{"formula": "C3H13NSi2", "method": "ωB97M-V/def2-TZVPD", "elements": ["C", "C", "C", "N", "Si", "Si", "H", "H", "H", "H", "H", "H", "H", "H", "H", "H", "H", "H", "H"], "xyz": [[-1.1782, -0.9100, -1.1266], [-1.7019, -0.5159, 1.0957], [1.8217, 1.3082, 0.1822], [-1.3669, 0.0649, -0.1329], [2.2334, -0.4688, 0.1956], [-0.6450, 1.6434, -0.2772], [-0.9191, -0.3622, -2.0299], [-0.2771, -1.3861, -0.8878], [-1.9613, -1.6597, -1.3382], [-0.8456, -1.0342, 1.4609], [-2.1215, 0.1923, 1.7088], [-2.5929, -1.2231, 0.9075], [2.2381, 1.7543, -0.6894], [2.0356, 1.7618, 1.0933], [1.2620, -1.4281, 0.8545], [1.9699, -1.0280, -1.1641], [3.7425, -1.0234, 0.1017], [-0.8456, 2.8759, 0.6309], [-0.7625, 1.9668, -1.7550]], "forces_ev_per_a": [[0.3, 0.6, -2.2], [-2.0, -2.2, -1.0], [2.5, -2.4, 0.1], [-0.8, 1.6, 0.2], [0.8, -2.3, -1.6], [-0.9, 1.5, -1.5], [-0.3, -0.3, -0.5], [1.3, -1.6, 0.2], [-0.1, 0.7, 0.5], [0.4, -0.7, 1.0], [-0.4, 1.7, 2.1], [1.4, 0.5, 0.4], [-0.2, 0.8, -0.7], [-0.3, 1.4, 1.5], [0.6, 0.6, 0.6], [-0.2, 0.4, -0.3], [-1.3, 0.8, 0.9], [-0.7, -1.1, -0.3], [-0.2, 0.0, 0.6]], "charge": 0, "orbital_gap_ev": [5.35, 6.78], "de_lowest_kcal_mol": 56.0, "total_energy_ha": -755.57083, "e_lumo_ev": [0.9, -2.5], "spin_multiplicity": 3, "e_homo_ev": [-4.45, -9.23]}

***

Which formula does entry 4 have?
C3H14N2O

***

Which formula does entry 3 have?
C3H13NSi2